[1]
A 14-piece molecular cluster, C60H110Br2Cl2N20 overall at a distorted geometry, computed with ωB97M-V with the def2-TZVPD basis set.

Geometry (Å):
C: -1.80 7.13 -8.55
C: -2.70 6.07 -7.95
N: -1.96 4.90 -7.44
C: -1.10 4.14 -8.23
C: -0.58 3.14 -7.43
N: -0.94 3.50 -6.15
C: -1.76 4.54 -6.17
C: -0.71 2.64 -4.99
H: -1.43 6.80 -9.51
H: -1.02 7.35 -7.82
H: -2.27 8.11 -8.62
H: -3.45 5.68 -8.64
H: -3.18 6.51 -7.07
H: -0.86 4.31 -9.26
H: -0.01 2.27 -7.70
H: -2.33 4.92 -5.34
H: -0.19 1.75 -5.33
H: -1.65 2.36 -4.52
H: -0.12 3.21 -4.27
C: -2.07 -4.34 4.44
C: -1.71 -4.90 5.83
N: -1.28 -6.29 5.77
C: -1.39 -7.25 4.74
C: -0.69 -8.31 5.20
N: -0.26 -8.07 6.49
C: -0.64 -6.82 6.81
C: 0.55 -8.94 7.31
H: -2.11 -3.24 4.49
H: -3.12 -4.43 4.16
H: -1.37 -4.52 3.62
H: -2.60 -4.84 6.45
H: -0.92 -4.30 6.28
H: -1.94 -6.97 3.85
H: -0.48 -9.31 4.85
H: -0.23 -6.29 7.65
H: 1.01 -8.36 8.12
H: 1.28 -9.48 6.72
H: -0.03 -9.68 7.85
C: 2.42 4.24 4.46
C: 1.89 3.38 3.30
N: 0.96 2.36 3.86
C: -0.31 2.64 4.33
C: -0.79 1.44 4.74
N: 0.27 0.58 4.95
C: 1.31 1.13 4.26
C: 0.20 -0.73 5.59
H: 3.10 3.62 5.04
H: 1.72 4.70 5.15
H: 3.03 5.04 4.02
H: 2.68 2.82 2.80
H: 1.24 3.92 2.61
H: -0.76 3.60 4.13
H: -1.72 1.18 5.23
H: 2.20 0.60 4.00
H: 0.86 -1.42 5.06
H: -0.82 -1.09 5.43
H: 0.47 -0.69 6.64
C: -5.15 -6.05 0.77
C: -4.46 -4.68 0.65
N: -5.40 -3.62 0.26
C: -5.93 -3.54 -1.00
C: -6.74 -2.45 -1.02
N: -6.82 -1.95 0.23
C: -6.01 -2.68 1.04
C: -7.65 -0.83 0.62
H: -4.34 -6.78 0.74
H: -5.88 -6.30 0.00
H: -5.54 -6.14 1.78
H: -3.75 -4.85 -0.16
H: -3.87 -4.34 1.50
H: -5.76 -4.32 -1.72
H: -7.26 -1.91 -1.79
H: -5.82 -2.45 2.08
H: -7.49 0.02 -0.04
H: -7.31 -0.50 1.60
H: -8.69 -1.17 0.57
C: 5.80 0.50 -0.65
C: 5.77 1.69 0.30
N: 7.03 1.98 0.99
C: 7.64 3.21 1.04
C: 8.90 2.97 1.49
N: 8.98 1.66 1.83
C: 7.90 0.99 1.38
C: 10.05 1.03 2.61
H: 6.80 0.43 -1.08
H: 5.10 0.70 -1.46
H: 5.54 -0.47 -0.23
H: 5.03 1.65 1.11
H: 5.44 2.54 -0.30
H: 7.17 4.12 0.71
H: 9.74 3.62 1.70
H: 7.59 -0.03 1.43
H: 10.75 0.51 1.96
H: 9.60 0.35 3.33
H: 10.53 1.79 3.22
C: -1.63 -2.40 0.81
C: -0.60 -1.62 1.65
N: -0.42 -0.35 0.98
C: -1.32 0.70 0.94
C: -0.73 1.72 0.30
N: 0.46 1.28 -0.23
C: 0.67 0.04 0.24
C: 1.28 2.00 -1.15
H: -2.56 -1.85 0.97
H: -1.77 -3.45 1.05
H: -1.45 -2.36 -0.27
H: 0.38 -2.10 1.53
H: -0.89 -1.52 2.69
H: -2.23 0.56 1.53
H: -1.04 2.74 0.19
H: 1.59 -0.46 -0.03
H: 0.97 1.86 -2.18
H: 2.36 1.87 -1.04
H: 1.28 3.09 -1.02
C: 2.56 5.27 -2.52
C: 1.86 6.40 -3.20
N: 2.16 6.58 -4.64
C: 1.24 6.82 -5.67
C: 1.89 6.54 -6.84
N: 3.20 6.29 -6.56
C: 3.34 6.35 -5.23
C: 4.29 5.84 -7.42
H: 3.58 5.61 -2.27
H: 2.68 4.30 -3.00
H: 2.25 5.07 -1.49
H: 1.91 7.37 -2.72
H: 0.78 6.21 -3.22
H: 0.21 6.98 -5.38
H: 1.64 6.50 -7.89
H: 4.28 6.13 -4.76
H: 3.89 5.48 -8.37
H: 4.79 4.97 -7.01
H: 5.00 6.65 -7.56
C: 7.05 -5.64 3.53
C: 6.41 -5.63 2.18
N: 4.97 -6.03 2.31
C: 4.44 -7.27 2.21
C: 3.12 -7.19 2.56
N: 2.85 -5.89 2.87
C: 3.99 -5.19 2.69
C: 1.56 -5.30 3.18
H: 6.48 -5.02 4.22
H: 8.10 -5.38 3.39
H: 7.00 -6.65 3.94
H: 6.86 -6.43 1.59
H: 6.46 -4.73 1.56
H: 4.98 -8.15 1.90
H: 2.37 -7.96 2.64
H: 4.10 -4.14 2.91
H: 1.44 -5.23 4.26
H: 0.79 -5.96 2.79
H: 1.49 -4.31 2.73
C: -4.99 2.27 -0.25
C: -4.73 3.26 0.88
N: -5.35 4.58 0.76
C: -6.55 5.00 1.29
C: -6.60 6.33 1.06
N: -5.56 6.69 0.24
C: -4.71 5.64 0.22
C: -5.33 8.03 -0.33
H: -4.79 1.28 0.18
H: -4.21 2.39 -1.01
H: -5.99 2.16 -0.66
H: -3.68 3.31 1.13
H: -5.12 2.81 1.80
H: -7.25 4.29 1.70
H: -7.40 7.03 1.26
H: -3.74 5.60 -0.27
H: -5.42 8.71 0.52
H: -6.05 8.14 -1.14
H: -4.34 8.18 -0.77
C: -1.19 -0.42 -2.60
C: -0.88 -1.28 -3.83
N: -1.40 -2.62 -3.52
C: -2.66 -3.06 -3.81
C: -2.70 -4.35 -3.53
N: -1.46 -4.78 -3.05
C: -0.69 -3.64 -3.03
C: -1.16 -6.01 -2.34
H: -1.04 -0.84 -1.61
H: -2.26 -0.22 -2.65
H: -0.67 0.53 -2.69
H: 0.18 -1.47 -3.99
H: -1.34 -0.98 -4.77
H: -3.41 -2.37 -4.16
H: -3.62 -4.91 -3.56
H: 0.34 -3.58 -2.71
H: -1.80 -6.12 -1.46
H: -0.14 -6.01 -1.96
H: -1.29 -6.87 -3.00
Cl: 2.42 -1.73 -2.17
Cl: -1.31 -6.34 0.96
Br: -3.71 -0.82 3.57
Br: -2.08 4.23 -2.12

Computed properties:
- 2S+1 = 1
- LUMO energy (eV) = -10.48
- total charge = +6
- frontier orbital gap (eV) = 6.82
- largest force on an atom (eV Å⁻¹) = 3.42
- E_tot (eV) = -258881.803

[2]
C60H110F30N11O23S10 as an isolated structure at a distorted geometry, computed with ωB97M-V with the def2-TZVPD basis set.

Geometry (Å):
C: -2.24 7.44 7.40
N: -0.74 7.80 7.09
C: 0.11 6.81 7.84
C: -0.58 7.67 5.68
C: -0.44 9.26 7.66
C: -1.06 10.46 6.93
O: -2.38 10.40 6.96
H: -2.40 7.60 8.47
H: -2.31 6.48 7.02
H: -2.85 8.12 6.75
H: 0.09 7.00 8.92
H: 1.10 6.88 7.41
H: -0.26 5.79 7.68
H: -0.62 6.63 5.34
H: 0.36 8.15 5.33
H: -1.39 8.20 5.20
H: 0.63 9.42 7.55
H: -0.70 9.27 8.70
H: -0.67 10.46 5.86
H: -0.67 11.42 7.32
H: -2.78 11.07 6.39
C: 5.53 -9.26 -1.18
C: 5.96 -7.86 -0.84
C: 7.44 -7.63 -1.08
C: 7.85 -6.17 -1.09
C: 7.00 -5.46 -2.22
C: 5.52 -5.39 -2.03
N: 5.12 -6.90 -1.83
O: 4.12 -7.26 -2.25
C: 4.68 -4.97 -3.10
C: 5.26 -4.48 -0.83
C: 5.42 -7.48 0.54
H: 6.03 -9.84 -0.41
H: 5.91 -9.51 -2.13
H: 4.47 -9.44 -1.14
H: 7.73 -8.17 -1.97
H: 7.88 -8.04 -0.15
H: 8.93 -6.29 -1.38
H: 7.88 -5.71 -0.12
H: 7.24 -6.09 -3.09
H: 7.46 -4.45 -2.43
H: 4.97 -3.96 -3.33
H: 3.63 -5.09 -2.86
H: 4.95 -5.55 -3.97
H: 5.49 -3.46 -1.17
H: 5.87 -4.76 0.02
H: 4.23 -4.50 -0.50
H: 4.99 -6.48 0.48
H: 6.24 -7.31 1.27
H: 4.70 -8.10 0.98
C: 6.73 3.25 0.85
C: 5.77 4.22 1.46
C: 6.43 5.31 2.31
C: 7.27 6.31 1.49
C: 6.42 7.01 0.45
C: 5.79 6.03 -0.59
N: 5.10 4.98 0.32
O: 3.85 4.97 0.37
C: 6.88 5.40 -1.43
C: 4.80 6.67 -1.52
C: 4.65 3.55 2.34
H: 6.71 2.99 -0.22
H: 6.58 2.24 1.28
H: 7.77 3.55 1.07
H: 7.11 4.75 3.01
H: 5.64 5.72 2.94
H: 8.19 5.75 1.23
H: 7.76 7.05 2.21
H: 6.79 7.83 -0.20
H: 5.47 7.33 0.93
H: 7.27 6.24 -1.98
H: 6.40 4.61 -2.03
H: 7.68 4.97 -0.88
H: 3.88 6.91 -0.97
H: 4.55 6.01 -2.37
H: 5.14 7.61 -1.91
H: 5.17 2.95 3.15
H: 4.10 2.84 1.78
H: 4.03 4.30 2.85
C: -2.91 8.59 -8.10
C: -1.87 7.82 -7.29
C: -2.11 6.32 -7.22
C: -0.74 5.63 -6.99
N: -0.62 4.37 -6.18
C: -0.66 4.60 -4.73
C: -0.01 3.34 -4.13
C: 0.89 2.85 -5.24
C: 0.73 3.72 -6.45
C: -1.77 3.48 -6.54
H: -3.89 8.52 -7.62
H: -3.12 8.17 -9.12
H: -2.68 9.66 -8.18
H: -1.82 8.16 -6.23
H: -0.84 8.00 -7.69
H: -2.54 5.93 -8.13
H: -2.82 6.09 -6.44
H: -0.14 6.32 -6.33
H: -0.19 5.50 -7.95
H: -1.67 4.82 -4.33
H: -0.09 5.53 -4.57
H: -0.83 2.69 -3.85
H: 0.49 3.61 -3.16
H: 0.67 1.80 -5.53
H: 2.00 2.94 -4.92
H: 0.54 3.29 -7.46
H: 1.42 4.58 -6.52
H: -2.66 3.74 -5.98
H: -1.59 2.51 -6.11
H: -1.79 3.42 -7.64
C: 0.80 3.45 -0.15
C: 0.41 2.02 -0.08
C: 0.86 1.35 1.18
C: 0.45 -0.14 1.32
N: -1.02 -0.44 1.39
C: -1.14 -2.05 1.57
C: -2.55 -2.44 1.18
C: -2.88 -1.40 0.09
C: -1.70 -0.40 0.04
C: -1.77 0.36 2.40
H: 0.63 4.01 -1.07
H: 1.86 3.38 0.09
H: 0.29 4.11 0.60
H: 0.73 1.50 -0.93
H: -0.65 2.00 -0.10
H: 0.46 1.97 2.05
H: 1.95 1.49 1.26
H: 0.85 -0.59 2.25
H: 0.96 -0.69 0.55
H: -0.87 -2.33 2.56
H: -0.38 -2.50 0.94
H: -3.22 -2.28 1.99
H: -2.57 -3.42 0.76
H: -3.81 -0.91 0.41
H: -3.16 -1.81 -0.92
H: -2.10 0.61 -0.09
H: -0.89 -0.74 -0.63
H: -2.80 0.04 2.24
H: -1.70 1.44 2.17
H: -1.45 0.12 3.41
C: -8.66 -10.38 1.45
C: -7.78 -10.42 0.17
C: -6.83 -9.22 0.20
C: -6.05 -9.14 -1.14
N: -5.49 -7.81 -1.52
C: -4.69 -7.77 -2.83
C: -3.24 -7.55 -2.41
C: -3.39 -6.56 -1.22
C: -4.50 -7.19 -0.43
C: -6.59 -6.91 -1.82
H: -9.20 -11.32 1.58
H: -9.37 -9.57 1.28
H: -7.98 -10.20 2.38
H: -8.42 -10.32 -0.67
H: -7.28 -11.37 0.11
H: -6.17 -9.33 1.11
H: -7.41 -8.29 0.34
H: -6.67 -9.51 -1.95
H: -5.20 -9.91 -1.17
H: -5.12 -7.00 -3.44
H: -4.91 -8.75 -3.37
H: -2.58 -7.22 -3.17
H: -2.79 -8.52 -2.08
H: -3.68 -5.65 -1.70
H: -2.52 -6.47 -0.62
H: -5.05 -6.62 0.27
H: -4.27 -8.12 0.06
H: -7.20 -7.18 -2.67
H: -6.14 -5.96 -2.05
H: -7.29 -6.93 -1.08
C: 4.91 -0.32 -0.48
F: 3.94 -1.19 -0.15
F: 5.35 0.16 0.69
F: 5.99 -1.02 -1.04
S: 4.25 1.08 -1.63
O: 3.78 2.03 -0.66
O: 5.40 1.46 -2.41
N: 3.01 0.42 -2.32
S: 3.31 -0.54 -3.62
O: 3.71 0.16 -4.82
O: 4.03 -1.72 -3.23
C: 1.48 -1.03 -3.74
F: 1.27 -1.95 -4.73
F: 1.15 -1.55 -2.55
F: 0.81 0.01 -4.03
C: 0.76 -7.37 -0.25
F: 2.20 -7.43 -0.34
F: 0.33 -7.16 -1.50
F: 0.41 -8.59 0.05
S: 0.29 -5.97 0.84
O: 0.66 -4.74 0.10
O: -1.09 -6.19 1.02
N: 1.17 -6.34 2.04
S: 1.58 -5.27 3.14
O: 1.04 -3.96 2.82
O: 1.48 -5.83 4.48
C: 3.38 -4.91 2.82
F: 3.95 -3.92 3.50
F: 4.21 -6.02 3.02
F: 3.45 -4.51 1.58
C: -4.53 5.09 -1.66
F: -4.42 6.03 -0.64
F: -5.62 4.43 -1.44
F: -4.59 5.77 -2.87
S: -3.08 3.90 -1.70
O: -1.94 4.80 -1.76
O: -3.20 2.99 -0.62
N: -3.24 3.25 -3.10
S: -3.72 1.80 -3.40
O: -3.63 1.58 -4.81
O: -3.20 0.79 -2.57
C: -5.54 1.55 -3.17
F: -6.24 2.35 -3.96
F: -5.74 0.25 -3.53
F: -5.92 1.59 -1.88
C: -8.54 -3.24 4.54
F: -9.20 -4.36 4.87
F: -9.25 -2.20 5.10
F: -7.38 -3.16 5.21
S: -8.43 -3.01 2.79
O: -9.82 -3.01 2.42
O: -7.64 -1.88 2.44
N: -7.82 -4.49 2.54
S: -6.64 -4.87 1.59
O: -6.80 -6.21 1.09
O: -6.26 -3.90 0.62
C: -5.18 -5.08 2.62
F: -4.06 -4.91 1.84
F: -5.17 -4.23 3.63
F: -5.15 -6.31 3.16
C: 2.15 2.79 4.97
F: 1.59 1.61 5.43
F: 3.52 2.77 5.39
F: 2.23 2.81 3.62
S: 1.34 4.34 5.62
O: 1.08 4.04 7.00
O: 2.27 5.40 5.32
N: 0.19 4.52 4.57
S: -1.21 3.79 4.65
O: -1.21 2.43 4.16
O: -1.85 4.06 5.92
C: -2.19 4.79 3.27
F: -1.84 6.05 3.17
F: -1.95 4.14 2.17
F: -3.46 4.71 3.61

Computed properties:
- 2S+1 = 1
- LUMO energy (eV) = -4.77
- total charge = +1
- frontier orbital gap (eV) = 5.32
- largest force on an atom (eV Å⁻¹) = 5.57
- relative energy (zero: lowest compared OMol25 entry of this formula, charge and spin) (kcal/mol) = 84.05
- E_tot (eV) = -317342.905